1.
ORCA calculation (ωB97M-V/def2-TZVPD) on C31H47InNO3P2S as an isolated structure.

Geometry as XYZ:
```
86
Properties=species:S:1:pos:R:3:lowdin_charge:R:1
In -2.959 0.911 -1.473 0.9408
S -2.155 -1.877 5.200 0.6503
P -0.761 2.686 -5.281 0.7874
P -0.726 -0.155 -4.232 0.7652
O -1.046 -2.745 5.574 -0.3132
O -2.798 -1.156 6.275 -0.2975
O -2.727 -0.023 1.910 -0.1271
N -1.751 -0.902 3.895 -0.1277
C 0.873 -0.324 -0.830 -0.2053
C 1.890 2.526 2.266 -0.0698
C -2.598 -0.920 2.816 -0.4580
C 1.193 -0.241 4.654 0.0031
C 0.588 2.895 2.743 -0.1834
C -1.267 4.108 -6.386 -0.3218
C -5.127 -3.854 2.521 -0.0701
C 1.086 -2.350 0.784 -0.0718
C -2.223 -1.183 -4.005 -0.3786
C -4.315 -2.793 2.086 -0.0256
C 1.022 2.734 -5.860 -0.2984
C 3.596 0.693 2.772 -0.0263
C -3.342 -2.763 4.263 -0.2405
C 2.284 1.328 2.935 -0.1654
C 0.182 1.927 3.697 -0.0857
C 3.771 -1.808 -0.608 -0.1771
C -1.267 1.422 -6.543 -0.4728
C -4.125 -3.813 4.707 -0.0391
C 2.250 -2.339 1.432 -0.1284
C -3.435 -2.192 2.990 -0.1365
C -1.052 1.925 4.481 0.0267
C 1.210 0.945 3.797 -0.1045
C 0.582 -1.461 -4.430 -0.2696
C 0.804 -1.869 -0.636 -0.1866
C 3.566 -2.485 0.797 -0.1864
C -5.044 -4.369 3.826 -0.0668
C 3.434 -0.353 -0.590 -0.1234
C 2.252 0.285 -0.761 -0.1101
C 2.683 3.247 1.272 0.0211
C -0.172 4.101 2.408 -0.0446
C -0.839 0.024 -6.115 -0.4159
H -0.854 2.210 5.533 0.1387
H 0.477 -0.079 -1.844 0.0319
H -2.366 4.154 -6.395 0.0327
H 3.242 -2.373 -1.387 0.0974
H -1.214 3.872 2.136 0.0884
H 1.077 2.674 -6.956 0.0457
H 4.408 1.431 2.826 0.0999
H 0.145 -0.248 -6.539 0.0787
H 0.957 -1.799 -3.455 0.0136
H 2.252 1.384 -0.918 0.0965
H 1.599 1.913 -5.419 0.0229
H -2.359 1.483 -6.656 0.0794
H 3.492 3.840 1.728 0.1321
H 3.742 -3.558 0.665 0.1221
H 1.420 -1.034 -4.994 0.0432
H 0.174 -2.309 -4.996 0.0546
H 1.200 0.026 5.726 0.1265
H -0.858 5.041 -5.968 0.0350
H 3.755 -0.033 3.571 0.0862
H 3.154 2.531 0.586 0.0802
H 2.062 -0.887 4.479 0.0800
H 0.303 4.618 1.573 0.0696
H -0.225 -2.164 -0.938 0.1053
H 1.473 3.678 -5.527 0.0375
H -5.856 -4.300 1.807 0.1137
H -3.110 -0.563 -4.178 0.0155
H -1.777 2.628 4.066 0.0931
H -5.714 -5.180 4.154 0.1166
H 4.299 0.326 -0.484 0.1093
H -0.880 3.949 -7.410 0.0429
H -0.799 1.659 -7.507 0.0765
H -1.551 -0.737 -6.465 0.0787
H -1.485 0.901 4.444 0.0665
H 0.184 -2.394 1.403 0.1013
H 3.674 0.179 1.805 0.0540
H 2.062 3.935 0.683 0.0922
H 4.345 -2.102 1.469 0.1069
H -2.203 -2.005 -4.728 0.0509
H 0.161 0.242 -0.167 0.1027
H 4.854 -1.858 -0.838 0.1181
H -2.263 -1.565 -2.978 -0.0027
H 2.265 -2.352 2.539 0.1108
H -0.218 4.787 3.271 0.1031
H 0.266 -0.803 4.453 0.0566
H 1.489 -2.364 -1.347 0.0815
H -4.026 -4.164 5.757 0.1394
H -4.308 -2.376 1.068 0.1086
```

**E_tot**: -2760.48507 Ha
**HOMO level (spin up / spin down)**: -0.3855 / -0.3854 Ha
**E_LUMO (spin up / spin down)**: -5.463 / -5.463 eV
**Orbital gap (spin up / spin down)**: 5.03 / 5.02 eV
**Strongest force on any atom**: 6.6 eV/Å
**Net charge**: +1
**Energy above the lowest of the compared OMol25 structures with the same formula, charge and spin**: 104.00 kcal per mole

***

2.
ORCA calculation (ωB97M-V/def2-TZVPD) on a 2-piece molecular cluster, C2H5OP overall.

Geometry as XYZ:
```
9
Properties=species:S:1:pos:R:3:nbo_charge:R:1
P 0.604 0.060 0.036 1.3934
O 0.869 1.501 0.015 -1.0236
C 2.141 -0.851 -0.117 -0.8733
C -2.056 0.342 -0.080 -0.5108
H -2.137 0.440 -1.146 0.1922
H -1.963 1.242 0.493 0.2007
H -2.491 -0.522 0.380 0.1872
H 2.931 -0.297 0.379 0.2281
H 2.101 -1.914 0.041 0.2063
```

**E_tot**: -495.64602 Ha
**HOMO level (spin up / spin down)**: -0.3325 / -0.3070 Ha
**E_LUMO (spin up / spin down)**: -0.809 / -1.929 eV
**Orbital gap (spin up / spin down)**: 8.24 / 6.43 eV
**Strongest force on any atom**: 2.6 eV/Å
**Net charge**: 0
**Energy above the lowest of the compared OMol25 structures with the same formula, charge and spin**: 84.40 kcal per mole

***

3.
ORCA calculation (ωB97M-V/def2-TZVPD) on C24H37ClGdN2O3 as an isolated structure.

Geometry as XYZ:
```
68
Properties=species:S:1:pos:R:3:lowdin_charge:R:1
Gd 0.221 0.443 -0.496 1.1365
Cl 1.208 1.856 -2.340 -0.1176
O 1.577 1.254 0.862 -0.5178
O 2.628 -2.605 -2.288 0.0268
O -3.625 2.606 0.765 0.0223
N -1.825 1.288 0.714 0.0402
N 1.195 -1.770 -0.796 0.0181
C -1.426 -0.095 -2.517 -0.2474
C -2.839 1.803 0.063 -0.3458
C 2.306 3.535 0.932 -0.0517
C 0.534 -1.617 -3.198 -0.0638
C -4.861 -0.794 -1.098 -0.0599
C 2.723 -1.426 1.084 -0.0796
C -3.055 -2.230 -2.099 -0.0730
C -2.651 0.123 -1.860 -0.2561
C 2.243 -2.401 0.048 -0.5540
C -1.759 1.926 2.061 -0.5597
C 3.327 -2.709 -0.978 -0.0384
C -1.771 -2.475 -2.566 -0.2662
C 3.900 1.730 0.561 -0.0630
C -0.675 2.968 2.053 -0.0693
C -0.912 -1.387 -2.742 -0.2568
C 2.716 1.839 2.819 -0.0342
C 1.660 -3.604 0.764 -0.0381
C 1.465 -2.019 -2.060 -0.3540
C 2.630 2.074 1.309 -0.7230
C -3.120 2.581 2.178 -0.0428
C -1.324 -3.869 -2.908 -0.0571
C -1.397 0.846 3.064 -0.0468
C -3.491 -0.978 -1.683 -0.2673
C -3.087 1.521 -1.415 -0.0521
H 4.611 2.578 0.626 0.0862
H 2.191 3.560 -0.164 0.0597
H -4.833 -0.539 -0.030 0.0758
H -0.837 3.692 1.246 0.1063
H -2.188 -4.544 -2.908 0.0670
H -4.147 1.733 -1.613 0.1111
H -3.752 -3.075 -2.031 0.0853
H 1.345 3.879 1.349 0.0501
H 2.990 0.797 2.996 0.0695
H 1.745 1.981 3.316 0.0706
H 0.253 2.427 1.859 0.0209
H 3.442 2.492 3.314 0.0770
H -3.081 3.613 2.543 0.1242
H 3.105 4.214 1.273 0.0792
H -0.390 0.462 2.855 0.0662
H 4.123 -1.948 -0.982 0.1314
H -0.854 -3.933 -3.896 0.0703
H 1.108 -3.260 1.646 0.0802
H -0.574 3.461 3.025 0.1016
H 0.963 -4.159 0.132 0.0802
H 3.801 -3.692 -0.912 0.1245
H 2.444 -4.285 1.110 0.0815
H -2.086 -0.001 3.019 0.0802
H -0.605 -4.276 -2.183 0.0698
H -5.435 -1.722 -1.195 0.0661
H 0.964 -0.681 -3.593 0.0930
H 3.405 -1.908 1.790 0.0971
H 4.372 0.833 0.975 0.0634
H 3.648 1.555 -0.491 0.0690
H -1.382 1.237 4.081 0.0801
H 3.249 -0.604 0.602 0.0461
H -5.425 0.000 -1.602 0.0705
H 0.621 -2.381 -3.986 0.1167
H -3.835 2.018 2.786 0.1243
H 1.889 -1.002 1.652 0.0646
H -0.865 0.780 -2.890 0.0043
H -2.494 2.282 -1.955 0.1277
```

**E_tot**: -2497.84697 Ha
**HOMO level (spin up / spin down)**: -0.0128 / -0.0060 Ha
**2S+1**: 8
**E_LUMO (spin up / spin down)**: 2.552 / 2.793 eV
**Orbital gap (spin up / spin down)**: 2.90 / 2.96 eV
**Strongest force on any atom**: 2.8 eV/Å
**Net charge**: -1
**Energy above the lowest of the compared OMol25 structures with the same formula, charge and spin**: 0.00 kcal per mole

***

4.
ORCA calculation (ωB97M-V/def2-TZVPD) on a 2-piece molecular cluster, C2H3ClF2S overall.

Geometry as XYZ:
```
9
Properties=species:S:1:pos:R:3:nbo_charge:R:1
Cl -2.503 -0.126 -2.573 -0.1304
S -1.249 1.207 -1.779 -0.0355
F 1.523 -0.948 -0.765 -0.3209
F -0.066 -1.850 0.241 -0.3079
C 0.500 0.402 0.992 -0.7561
C 0.470 -0.665 0.009 0.8037
H 0.339 1.407 0.630 0.2597
H -0.396 0.194 1.485 0.2517
H 1.382 0.379 1.760 0.2358
```

**E_tot**: -1136.00329 Ha
**HOMO level (spin up / spin down)**: -0.3363 / -0.3148 Ha
**E_LUMO (spin up / spin down)**: -0.134 / -2.142 eV
**Orbital gap (spin up / spin down)**: 9.02 / 6.42 eV
**Strongest force on any atom**: 2.8 eV/Å
**Net charge**: 0
**Energy above the lowest of the compared OMol25 structures with the same formula, charge and spin**: 69.36 kcal per mole

***

5.
ORCA calculation (ωB97M-V/def2-TZVPD) on one molecule with the formula C3H6N2O.

Geometry as XYZ:
```
12
Properties=species:S:1:pos:R:3:nbo_charge:R:1
O -1.961 0.978 -0.932 -0.6026
N 0.993 0.987 0.623 -0.5631
N -0.539 -0.637 -1.643 -0.8175
C -0.300 0.305 0.607 -0.1845
C -1.006 0.252 -0.725 0.6626
C 0.933 -0.421 0.984 -0.2573
H 0.299 -1.171 -1.494 0.3926
H 1.423 -1.099 0.286 0.1858
H -0.928 -0.596 -2.573 0.4051
H -1.002 0.540 1.403 0.2177
H 1.052 1.587 1.441 0.3590
H 1.036 -0.726 2.023 0.2023
```

**E_tot**: -302.64176 Ha
**HOMO level**: -0.3534 Ha
**Structure (SMILES)**: NC(=O)[C@H]1CN1
**E_LUMO**: 0.911 eV
**Orbital gap**: 10.53 eV
**Strongest force on any atom**: 0.3 eV/Å
**Net charge**: 0
**Energy above the lowest of the compared OMol25 structures with the same formula, charge and spin**: 32.22 kcal per mole

***

6.
ORCA calculation (ωB97M-V/def2-TZVPD) on a 12-piece molecular cluster, C6H39N2O11 overall.

Geometry as XYZ:
```
58
Properties=species:S:1:pos:R:3:nbo_charge:R:1
O 0.159 -0.174 4.040 -0.9846
O 2.673 -0.426 -1.623 -0.9928
O -0.224 -1.246 -3.828 -0.9642
O -2.111 -2.839 -2.484 -0.9616
O 0.932 -3.147 -2.207 -1.0177
O -1.938 3.422 1.533 -1.0152
O -0.862 3.010 -2.392 -0.9226
O 1.263 1.464 -3.488 -0.9870
O 0.371 -3.238 0.463 -0.9636
O -2.823 2.429 -0.757 -0.9703
O 1.095 -1.933 2.574 -0.9558
N -0.927 -0.636 1.147 -0.6872
N 1.535 0.664 1.983 -0.6239
C -2.282 -0.093 1.408 -0.2461
C -3.505 -0.647 0.651 -0.6329
C 3.055 0.563 1.694 -0.2331
C 3.759 1.811 2.275 -0.6287
C 0.623 1.331 0.916 -0.2553
C -0.187 0.252 0.148 -0.2455
H 3.393 -0.404 2.107 0.2325
H 4.672 2.053 1.600 0.2267
H 3.249 0.361 0.609 0.2390
H -0.152 -4.008 0.792 0.5011
H 1.098 -0.326 2.282 0.5189
H 1.911 1.204 -2.836 0.4977
H -2.229 3.298 0.581 0.5040
H -0.027 -3.025 -2.593 0.5151
H 0.619 -3.351 -0.387 0.5033
H -0.674 0.085 3.572 0.4932
H -2.298 0.990 1.195 0.2312
H -2.316 2.857 -1.434 0.4997
H 0.484 -0.454 -0.261 0.1975
H -3.713 2.506 -1.126 0.4845
H -2.240 4.311 1.890 0.4865
H 1.108 -2.409 1.687 0.5032
H -4.356 -0.320 1.203 0.2307
H -0.165 2.014 1.452 0.2620
H -0.032 2.861 -2.115 0.4776
H -1.057 -1.416 -3.473 0.4738
H -0.798 0.875 -0.628 0.2117
H -3.526 -0.307 -0.411 0.2025
H 3.628 -0.753 -1.760 0.4881
H -0.023 -0.314 5.028 0.5092
H 0.170 -1.869 2.798 0.4948
H -2.265 -3.572 -3.053 0.4904
H -2.909 -2.421 -2.317 0.4870
H -1.010 -1.564 0.558 0.3981
H 1.375 1.249 2.862 0.4440
H 1.135 1.846 0.168 0.2079
H 1.451 -3.097 -3.118 0.5084
H 3.165 2.559 2.172 0.1968
H -2.453 -0.042 2.553 0.1643
H 4.280 1.860 3.235 0.2421
H 2.165 -1.322 -1.500 0.5094
H 1.801 1.826 -4.226 0.4904
H -3.687 -1.776 0.512 0.2043
H -0.075 -0.340 -3.808 0.4842
H -1.019 2.263 -2.919 0.4762
```

**E_tot**: -1188.83853 Ha
**HOMO level**: -0.4418 Ha
**E_LUMO**: -2.320 eV
**Orbital gap**: 9.70 eV
**Strongest force on any atom**: 7.3 eV/Å
**Net charge**: +1
**Energy above the lowest of the compared OMol25 structures with the same formula, charge and spin**: 122.26 kcal per mole

***

> Which of these has the lowest net charge?

C24H37ClGdN2O3